Record 1
13
Properties=species:S:1:pos:R:3:nbo_charge:R:1 method="wB97M-V/def2-TZVPD" charge=0 relative_energy_kcal_mol=16.4
F -1.09 1.90 -0.48 -0.343
C -0.26 1.47 0.49 -0.009
C -0.04 -0.03 0.36 0.202
C 1.39 -0.37 0.74 -0.527
S 2.77 -0.31 -0.52 -0.041
N -0.83 -1.02 0.28 -0.507
S -2.46 -0.73 -0.22 0.177
H 0.69 2.02 0.37 0.182
H -0.66 1.67 1.47 0.184
H 1.47 -1.37 1.17 0.236
H 1.63 0.37 1.46 0.206
H 3.66 -0.33 0.49 0.125
H -2.68 -2.04 -0.22 0.114



Record 2
21
Properties=species:S:1:pos:R:3:nbo_charge:R:1 method="wB97M-V/def2-TZVPD" charge=0 relative_energy_kcal_mol=188.6
C 0.24 -0.88 -0.61 0.326
N -1.20 -0.95 -0.02 -0.376
C -2.04 0.05 -0.71 -0.242
C -2.22 1.39 0.02 -0.621
C -0.21 -0.42 0.91 -0.057
C 1.00 1.81 1.66 -0.695
O 0.74 -1.91 -1.04 -0.564
H 0.51 0.08 -1.07 0.130
H -1.77 0.25 -1.75 0.205
H -3.03 -0.39 -0.82 0.210
H -3.07 1.96 -0.36 0.230
H -2.48 1.19 1.07 0.206
H -1.27 1.92 0.05 0.204
H -0.06 -1.18 1.68 0.211
H 0.24 0.74 1.19 0.177
H 1.58 1.38 2.46 0.218
H 0.38 2.61 2.06 0.217
H 1.55 2.22 0.81 0.218
H 2.58 -0.77 -0.72 0.489
H 2.61 0.46 0.22 0.459
O 3.07 0.00 -0.44 -0.949



Record 3
9
Properties=species:S:1:pos:R:3:nbo_charge:R:1 method="wB97M-V/def2-TZVPD" charge=0 relative_energy_kcal_mol=87.2
C -0.50 0.01 0.05 -0.047
C 0.60 1.03 0.15 -0.677
C 0.43 -1.15 0.13 -0.518
H 0.45 2.26 -0.43 0.271
H 0.73 1.34 1.31 0.260
H 0.20 -2.03 -0.46 0.256
H 0.16 -1.11 1.56 0.258
S -2.24 0.04 -0.09 -0.044
S 1.95 -0.02 -0.16 0.242



Record 4
98
Properties=species:S:1:pos:R:3:mulliken_charge:R:1 method="wB97M-V/def2-TZVPD" charge=+1 relative_energy_kcal_mol=0.0
Ir -1.38 0.73 -0.71 5.254
S -1.46 1.29 1.56 -0.521
C 0.12 0.97 2.03 0.410
N 0.52 1.00 3.28 0.171
C 1.92 0.76 3.62 -0.823
C 2.49 -0.32 2.74 -0.498
N 2.23 0.00 1.34 0.556
C 3.22 -0.52 0.38 -1.519
C 4.51 0.26 0.43 0.623
C 5.69 -0.35 0.82 -0.233
C 6.87 0.37 0.88 -0.684
C 6.88 1.71 0.55 -0.423
C 5.70 2.34 0.16 -0.824
C 4.52 1.62 0.09 -0.223
C 1.16 0.66 0.98 0.072
S 0.89 1.21 -0.60 -0.512
C -0.38 1.27 4.42 -1.672
C -0.67 -0.01 5.17 0.550
C -0.17 -0.21 6.44 -0.395
C -0.41 -1.40 7.12 -0.647
C -1.16 -2.39 6.51 -0.557
C -1.67 -2.19 5.23 -0.733
C -1.43 -1.01 4.56 0.099
H 1.97 0.45 4.66 0.514
H 2.49 1.69 3.51 0.320
H 2.04 -1.30 2.97 0.032
H 3.56 -0.39 2.88 0.575
H 2.77 -0.51 -0.61 0.533
H 3.40 -1.56 0.67 0.505
H 5.69 -1.41 1.08 0.404
H 7.79 -0.12 1.18 0.406
H 7.80 2.28 0.59 0.400
H 5.71 3.39 -0.11 0.432
H 3.61 2.11 -0.23 0.395
H -1.29 1.73 4.03 0.570
H 0.12 1.99 5.06 0.512
H 0.41 0.58 6.93 0.427
H -0.03 -1.54 8.11 0.405
H -1.36 -3.32 7.03 0.428
H -2.27 -2.96 4.76 0.487
H -1.86 -0.84 3.58 0.512
N 2.99 3.05 -6.97 -0.517
C 2.20 2.20 -6.24 1.106
C 0.98 1.75 -6.75 -0.891
C 0.16 0.93 -5.99 -0.352
C 0.56 0.54 -4.72 -0.705
C 1.77 0.98 -4.20 -0.115
C 2.59 1.80 -4.95 -1.032
S -0.47 -0.50 -3.77 1.483
O 0.35 -1.26 -2.85 -0.694
O -1.37 -1.19 -4.65 -0.738
N -1.33 0.49 -2.77 -0.924
C -1.76 1.74 -3.03 0.153
N -1.89 2.35 -1.81 -0.286
C -2.30 3.61 -1.76 -0.039
C -2.60 4.28 -2.93 -1.052
C -2.44 3.58 -4.12 -0.503
N -2.02 2.32 -4.19 -0.402
H 2.82 3.11 -7.96 0.223
H 3.95 3.14 -6.71 0.224
H 0.67 2.04 -7.74 0.315
H -0.78 0.57 -6.39 0.487
H 2.09 0.65 -3.22 0.476
H 3.54 2.13 -4.55 0.342
H -2.39 4.06 -0.78 0.619
H -2.94 5.30 -2.92 0.453
H -2.66 4.06 -5.07 0.497
C -1.98 -2.61 -1.49 -1.460
C -1.14 -2.29 -0.31 1.410
O -0.86 -1.14 0.06 -1.519
C -0.55 -3.39 0.49 0.083
C -0.05 -3.11 1.77 0.459
C 0.50 -4.12 2.54 -0.707
C 0.56 -5.41 2.04 -0.692
C 0.06 -5.70 0.78 -0.903
C -0.50 -4.70 0.01 -0.401
H -2.42 -1.72 -1.93 -0.233
H -2.78 -3.28 -1.18 0.667
H -1.36 -3.13 -2.23 0.557
H -0.13 -2.10 2.15 0.114
H 0.86 -3.90 3.54 0.498
H 0.99 -6.21 2.64 0.434
H 0.11 -6.71 0.39 0.437
H -0.89 -4.93 -0.97 0.478
C -4.56 1.74 0.31 -1.945
C -4.48 0.40 -0.43 0.705
O -3.25 -0.02 -0.87 -1.075
C -4.99 -0.70 0.53 0.326
F -6.23 -0.47 0.99 -0.290
F -4.97 -1.91 -0.02 -0.242
F -4.17 -0.75 1.61 -0.137
C -5.37 0.50 -1.69 0.396
F -5.40 -0.63 -2.39 -0.233
F -6.64 0.84 -1.40 -0.276
F -4.88 1.46 -2.50 -0.187
H -3.97 1.72 1.22 0.488
H -5.59 1.96 0.58 0.424
H -4.20 2.54 -0.34 0.369



Record 5
21
Properties=species:S:1:pos:R:3:lowdin_spin:R:1 method="wB97M-V/def2-TZVPD" s_squared=0.76 multiplicity=2 charge=+1 relative_energy_kcal_mol=73.2
C -1.12 -1.20 -2.00 0.063
N -1.28 -0.73 -0.64 0.520
C -0.95 -1.20 1.85 0.071
C -0.38 -0.76 0.44 0.103
C 0.34 0.62 0.75 0.085
N 1.28 0.86 -0.38 0.069
C 1.94 2.09 -0.16 0.016
H -0.40 -0.60 -2.59 0.033
H -2.06 -1.55 -2.53 0.009
H -0.49 -2.09 -1.60 0.008
H -1.98 0.04 -0.61 0.010
H -1.80 -0.55 1.99 0.001
H -1.08 -2.21 1.77 0.004
H -0.17 -0.89 2.66 0.000
H 0.56 -1.36 0.14 -0.001
H -0.61 1.37 0.83 0.003
H 1.08 0.52 1.73 -0.001
H 0.68 0.63 -1.19 -0.001
H 1.27 3.02 -0.06 0.002
H 2.56 1.97 0.69 0.003
H 2.61 2.01 -1.09 0.002



Record 6
92
Properties=species:S:1:pos:R:3:lowdin_spin:R:1 method="wB97M-V/def2-TZVPD" s_squared=2.03 multiplicity=3 charge=+3 energy_ha=-10447.34513
V -0.45 -0.76 -0.44 1.921
C 1.49 -3.08 2.74 -0.001
C 1.38 -4.37 2.23 0.013
C 0.98 -4.50 0.91 0.000
C 0.64 -3.38 0.18 0.009
N 0.63 -2.13 0.72 -0.004
C 1.11 -2.01 1.96 0.013
C 0.31 -3.38 -1.24 0.008
C 0.32 -4.49 -2.07 -0.001
C -0.09 -4.34 -3.39 0.008
C -0.54 -3.09 -3.82 -0.002
C -0.48 -2.03 -2.94 0.008
N 0.00 -2.16 -1.69 -0.008
C -0.85 -0.64 -3.25 0.004
C -1.48 -0.24 -4.42 0.003
C -1.69 1.11 -4.64 0.000
C -1.21 2.02 -3.71 0.003
C -0.61 1.54 -2.56 0.001
N -0.46 0.23 -2.30 0.005
H 1.87 -2.91 3.74 0.000
H 1.65 -5.23 2.83 0.001
H 0.95 -5.48 0.45 0.000
H 1.26 -1.01 2.32 0.001
H 0.64 -5.45 -1.71 0.000
H -0.08 -5.18 -4.07 0.000
H -0.92 -2.96 -4.82 0.000
H -1.81 -0.97 -5.15 0.000
H -2.18 1.44 -5.54 0.000
H -1.30 3.08 -3.87 0.000
H -0.19 2.20 -1.82 -0.001
Se -4.29 -0.54 0.38 0.007
Se -2.16 -0.90 1.24 -0.005
C -2.40 -2.80 0.89 0.001
C -2.57 -3.75 1.88 0.001
C -2.93 -5.03 1.47 0.000
C -3.09 -5.28 0.12 0.000
C -2.86 -4.26 -0.79 0.000
N -2.52 -3.03 -0.41 0.001
C -4.00 1.28 -0.08 0.001
C -5.09 2.11 -0.36 0.001
C -4.83 3.41 -0.74 0.000
C -3.51 3.85 -0.77 0.000
C -2.51 2.96 -0.44 0.000
N -2.73 1.68 -0.12 0.002
H -2.44 -3.50 2.93 0.000
H -3.10 -5.80 2.21 0.000
H -3.41 -6.26 -0.23 0.000
H -2.95 -4.42 -1.86 0.000
H -6.10 1.74 -0.27 0.000
H -5.64 4.08 -0.99 0.000
H -3.27 4.87 -1.05 0.000
H -1.47 3.26 -0.39 0.000
C 3.20 4.06 1.28 -0.002
Si 1.68 3.63 0.26 0.002
C 0.29 4.75 0.89 0.001
C 2.08 3.83 -1.58 0.003
As 0.86 0.96 0.53 -0.018
Si 0.23 1.31 3.01 0.009
C -1.37 2.32 2.87 0.002
C -0.13 -0.15 4.16 0.002
C 1.72 2.25 3.71 0.000
Si 3.16 0.11 -0.23 0.008
C 2.96 0.40 -2.10 0.001
C 4.61 1.07 0.50 0.002
C 3.57 -1.73 -0.04 0.001
H 3.55 5.03 0.92 0.000
H 4.02 3.36 1.18 0.000
H 2.98 4.18 2.34 0.000
H 0.70 5.76 0.95 0.000
H -0.04 4.48 1.89 0.000
H -0.58 4.81 0.24 0.000
H 1.83 4.85 -1.89 0.000
H 1.56 3.15 -2.25 0.000
H 3.15 3.71 -1.74 0.000
H -2.23 1.65 2.94 0.000
H -1.43 2.87 1.94 0.000
H -1.44 3.03 3.70 0.000
H -0.62 -0.99 3.68 0.000
H -0.81 0.21 4.94 0.000
H 0.77 -0.52 4.66 0.000
H 1.58 3.33 3.63 0.000
H 2.65 1.98 3.20 0.000
H 1.83 2.02 4.77 0.000
H 3.05 1.45 -2.37 0.000
H 2.00 0.03 -2.45 0.001
H 3.74 -0.14 -2.64 0.000
H 4.80 1.99 -0.05 0.000
H 5.50 0.45 0.41 0.000
H 4.48 1.30 1.56 0.000
H 2.89 -2.38 -0.59 0.000
H 3.63 -2.06 1.00 0.000
H 4.56 -1.87 -0.47 0.000



Record 7
35
Properties=species:S:1:pos:R:3:nbo_charge:R:1 method="wB97M-V/def2-TZVPD" smiles=CC(C)(C#N)c1cc(CBr)cc(C(C)(C)C#N)c1 charge=0 energy_ha=-3265.29155
C -0.25 -3.65 -0.26 -0.584
C -0.75 -2.34 -0.83 -0.193
C -2.30 -2.41 -0.85 -0.580
C -0.14 -2.30 -2.19 0.304
N 0.36 -2.26 -3.24 -0.326
C -0.37 -1.10 0.00 -0.015
C -0.34 -1.14 1.40 -0.156
C 0.12 -0.04 2.12 -0.065
C 0.10 -0.05 3.62 -0.420
Br -1.79 -0.12 4.27 -0.026
C 0.59 1.08 1.47 -0.204
C 0.52 1.26 0.09 -0.011
C 0.93 2.55 -0.64 -0.178
C 2.12 2.25 -1.59 -0.577
C -0.35 3.09 -1.39 -0.585
C 1.40 3.58 0.29 0.304
N 1.86 4.32 1.10 -0.322
C 0.02 0.14 -0.62 -0.158
H 0.84 -3.67 -0.14 0.227
H -0.53 -4.49 -0.90 0.229
H -0.70 -3.81 0.72 0.211
H -2.69 -1.44 -1.09 0.221
H -2.67 -3.07 -1.64 0.224
H -2.70 -2.72 0.13 0.223
H -0.69 -2.04 1.93 0.213
H 0.66 -0.89 4.04 0.229
H 0.52 0.92 4.03 0.236
H 0.98 1.90 2.11 0.228
H 1.82 1.61 -2.40 0.220
H 2.51 3.16 -2.00 0.222
H 2.93 1.78 -1.02 0.225
H -1.09 3.52 -0.72 0.228
H -0.14 3.90 -2.12 0.222
H -0.81 2.27 -1.95 0.219
H 0.03 0.19 -1.71 0.214



Record 8
71
Properties=species:S:1:pos:R:3:lowdin_spin:R:1 method="wB97M-V/def2-TZVPD" s_squared=6.02 multiplicity=5 charge=0 relative_energy_kcal_mol=7.9
Co 0.14 -0.19 0.34 3.070
N -1.98 0.17 -0.22 0.069
C -2.29 1.59 -0.06 0.002
C -1.06 2.45 0.30 0.030
O -1.19 3.63 0.57 0.069
N 0.08 1.77 0.25 0.235
C 1.34 2.42 0.42 0.021
C 2.48 1.41 0.02 0.012
O 3.60 1.83 -0.16 0.022
O 2.10 0.20 -0.03 0.136
H -2.16 -0.14 -1.17 0.001
H -2.54 -0.40 0.40 0.001
H -3.03 1.74 0.73 0.001
H -2.71 2.01 -0.98 0.001
H 1.53 2.68 1.47 0.008
H 1.44 3.33 -0.19 0.003
N 1.88 -2.71 0.69 0.006
C 1.82 -2.68 -0.64 0.012
S 0.43 -2.06 -1.37 0.076
N 2.86 -3.19 -1.32 0.005
C 3.03 -3.34 -2.71 0.001
C 2.04 -3.87 -3.52 0.003
C 2.27 -4.04 -4.87 0.000
C 3.49 -3.68 -5.43 0.000
C 4.48 -3.14 -4.62 0.000
C 4.26 -2.99 -3.27 0.000
H 1.17 -2.19 1.20 -0.001
H 2.75 -2.86 1.18 0.000
H 3.71 -3.29 -0.78 0.000
H 1.09 -4.15 -3.09 0.002
H 1.50 -4.46 -5.49 0.000
H 3.67 -3.82 -6.48 0.000
H 5.42 -2.83 -5.05 0.000
H 5.04 -2.57 -2.64 0.000
C -1.43 -3.54 2.59 -0.001
C -1.39 -2.60 3.79 0.005
C -2.67 -1.76 3.80 0.000
C -1.33 -3.42 5.07 0.001
Si 0.09 -1.36 3.59 0.022
O -0.02 -0.92 2.07 0.181
C 0.01 0.05 4.88 0.002
C -0.09 1.37 4.47 0.000
C -0.11 2.41 5.39 0.000
C -0.02 2.13 6.75 0.000
C 0.11 0.82 7.17 0.000
C 0.13 -0.21 6.24 0.000
C 1.92 -1.92 3.74 0.003
C 2.43 -3.04 4.36 0.001
C 3.79 -3.32 4.33 0.000
C 4.67 -2.46 3.69 0.000
C 4.17 -1.30 3.10 0.000
C 2.81 -1.04 3.13 0.000
H -2.30 -4.20 2.65 0.000
H -0.54 -4.16 2.55 0.000
H -1.50 -2.98 1.66 -0.001
H -3.55 -2.41 3.86 0.000
H -2.75 -1.17 2.89 0.000
H -2.70 -1.09 4.66 0.000
H -2.19 -4.09 5.12 0.000
H -1.36 -2.78 5.95 0.000
H -0.43 -4.03 5.11 0.000
H -0.16 1.59 3.42 -0.001
H -0.20 3.43 5.05 0.000
H -0.06 2.93 7.47 0.000
H 0.19 0.59 8.22 0.000
H 0.26 -1.22 6.58 0.000
H 1.77 -3.73 4.87 0.000
H 4.17 -4.22 4.80 0.000
H 5.72 -2.67 3.66 0.000
H 4.83 -0.61 2.60 0.000
H 2.43 -0.15 2.66 -0.001



Record 9
97
Properties=species:S:1:pos:R:3:mulliken_charge:R:1 method="wB97M-V/def2-TZVPD" smiles=COC[C@H](C)N.COC[C@H](C)N.COC[C@H](C)N.COC[C@H](C)N.COC[C@H](C)N.O.O.O.O charge=0 relative_energy_kcal_mol=10.2
C -9.19 -22.43 21.23 -0.927
O -8.00 -21.72 21.52 0.214
C -8.09 -21.03 22.74 -1.084
C -7.07 -19.91 22.78 1.092
C -7.05 -19.23 24.15 -1.751
N -7.41 -18.89 21.74 0.497
H -9.40 -23.18 22.00 0.098
H -9.00 -23.05 20.35 0.214
H -10.03 -21.78 20.99 0.392
H -9.08 -20.56 22.81 0.309
H -8.03 -21.68 23.63 0.250
H -6.06 -20.27 22.59 0.149
H -7.01 -19.99 24.93 0.324
H -7.96 -18.65 24.31 0.312
H -6.17 -18.60 24.25 0.416
H -7.83 -19.43 20.99 -0.441
H -8.11 -18.27 22.13 -0.027
C -6.20 -24.61 16.09 -0.739
O -5.54 -23.97 17.15 -0.383
C -6.28 -22.88 17.64 -0.662
C -5.46 -22.03 18.59 0.363
C -4.94 -22.80 19.79 -1.355
N -6.34 -20.91 18.98 -0.055
H -6.32 -23.92 15.24 0.302
H -7.20 -24.95 16.39 0.295
H -5.64 -25.47 15.74 0.283
H -6.65 -22.25 16.83 0.370
H -7.18 -23.23 18.19 0.212
H -4.60 -21.64 18.03 0.496
H -4.32 -22.13 20.39 0.336
H -4.27 -23.62 19.52 0.482
H -5.76 -23.12 20.44 0.219
H -6.83 -21.21 19.82 -0.302
H -5.77 -20.11 19.23 0.325
C -10.23 -24.26 24.60 -0.728
O -11.29 -25.02 24.07 -0.327
C -11.33 -26.34 24.57 -0.647
C -12.36 -27.11 23.76 0.578
C -13.75 -26.53 23.93 -1.331
N -12.32 -28.51 24.17 -0.677
H -10.28 -24.21 25.70 0.425
H -10.38 -23.24 24.25 0.320
H -9.26 -24.66 24.32 0.159
H -10.34 -26.81 24.44 0.242
H -11.59 -26.35 25.64 0.274
H -12.03 -26.97 22.71 0.206
H -13.83 -25.53 23.52 0.302
H -13.93 -26.43 25.00 0.334
H -14.52 -27.17 23.50 0.390
H -11.52 -28.98 23.76 0.242
H -13.15 -29.00 23.85 0.235
C -6.61 -26.43 26.05 -0.354
O -5.58 -25.48 25.88 -0.331
C -5.89 -24.21 26.38 -0.718
C -5.18 -23.10 25.55 0.633
C -5.23 -23.41 24.07 -1.195
N -3.79 -22.89 25.95 -0.712
H -7.58 -26.03 25.73 -0.043
H -6.74 -26.77 27.08 0.303
H -6.33 -27.30 25.46 0.274
H -6.97 -23.99 26.36 0.284
H -5.57 -24.09 27.42 0.375
H -5.75 -22.20 25.81 0.070
H -4.97 -22.52 23.48 0.321
H -6.22 -23.75 23.76 0.138
H -4.49 -24.16 23.81 0.447
H -3.72 -22.48 26.87 0.275
H -3.27 -23.76 25.98 0.261
C -6.97 -15.36 21.03 -0.626
O -7.93 -15.68 20.06 -0.366
C -7.41 -16.58 19.09 -0.393
C -8.56 -17.08 18.23 0.496
C -9.44 -18.13 18.86 -0.714
N -8.00 -17.59 16.95 -0.677
H -6.59 -16.27 21.52 0.165
H -7.44 -14.70 21.76 0.244
H -6.11 -14.81 20.62 0.353
H -6.70 -16.02 18.47 0.424
H -6.81 -17.39 19.53 0.161
H -9.12 -16.17 17.97 0.197
H -10.25 -18.39 18.17 0.429
H -9.82 -17.83 19.84 0.077
H -8.87 -19.04 19.05 -0.119
H -7.39 -16.87 16.59 0.239
H -8.73 -17.71 16.26 0.258
O -9.60 -16.83 22.36 -0.551
H -9.57 -16.27 23.15 0.231
H -9.70 -16.21 21.63 0.230
O -11.53 -18.83 23.46 -0.644
H -11.81 -18.10 24.01 0.286
H -10.89 -18.45 22.84 0.358
O -4.76 -18.92 20.62 -0.664
H -4.24 -18.29 21.13 0.326
H -5.67 -18.85 20.97 0.140
O -9.38 -21.35 17.63 -0.676
H -8.98 -20.57 17.22 0.388
H -8.73 -21.60 18.30 0.176



Record 10
37
Properties=species:S:1:pos:R:3:nbo_charge:R:1 method="wB97M-V/def2-TZVPD" charge=0 relative_energy_kcal_mol=3.7
C -3.73 2.13 0.12 -0.705
C -3.92 0.65 0.22 0.297
N -3.00 -0.23 0.35 -0.276
N -1.67 0.09 0.36 -0.461
C -0.98 0.81 -0.56 0.643
O -1.48 1.42 -1.48 -0.598
C 0.52 0.80 -0.31 -0.603
S 1.16 -0.90 -0.21 0.288
C 2.85 -0.54 -0.07 -0.088
N 3.33 0.64 -0.04 -0.495
C 4.69 0.63 0.07 0.183
C 5.51 1.75 0.12 -0.226
C 6.88 1.57 0.24 -0.210
C 7.43 0.30 0.30 -0.213
C 6.63 -0.83 0.25 -0.204
C 5.27 -0.66 0.14 -0.245
S 4.01 -1.87 0.05 0.378
C -5.28 0.10 0.18 -0.129
C -5.52 -1.13 -0.43 -0.131
C -6.81 -1.63 -0.47 -0.257
C -7.82 -0.88 0.11 0.043
N -7.61 0.28 0.72 -0.417
C -6.38 0.75 0.75 0.054
H -3.26 2.37 -0.84 0.282
H -4.67 2.67 0.20 0.224
H -3.04 2.46 0.90 0.229
H -1.14 -0.58 0.91 0.401
H 1.02 1.31 -1.14 0.265
H 0.77 1.30 0.62 0.249
H 5.07 2.73 0.07 0.226
H 7.52 2.43 0.27 0.217
H 8.50 0.18 0.38 0.217
H 7.06 -1.82 0.30 0.220
H -4.69 -1.66 -0.87 0.233
H -7.02 -2.58 -0.94 0.221
H -8.85 -1.21 0.10 0.193
H -6.26 1.68 1.29 0.191